A structure of composition C39H74F10N8NbO11S. Source: the Open Molecules 2025 dataset; level of theory: ωB97M-V with the def2-TZVPD basis set.

Output
- Gap between HOMO and LUMO: 6.867 eV
- Net charge: -1

```
144
Properties=species:S:1:pos:R:3:forces:R:3:mulliken_charge:R:1
Nb 3.2535 -1.2376 1.3634 0.319 -0.807 -4.069 -1.25
S 2.8149 0.9542 2.6466 -0.141 -0.721 6.567 1.61
F 2.6232 -5.7824 4.1654 2.631 -1.880 -1.224 -0.22
F 0.9855 4.8670 0.5844 3.016 -1.296 -1.202 -0.24
F 3.2728 4.8874 0.0019 -3.154 -1.339 0.248 -0.16
F 2.6927 3.6049 2.4968 0.377 -1.893 -2.065 -0.30
F 2.7865 2.0398 -0.8374 -1.736 1.084 3.047 -0.29
F 4.3030 -7.1769 4.7911 -1.178 1.057 -2.491 -0.28
F 1.6825 4.2268 -1.4722 0.696 0.341 3.050 -0.29
F 3.2514 -7.4457 2.7498 1.261 1.747 2.034 -0.29
F 0.8218 2.1838 0.4692 3.251 0.582 -0.333 -0.26
F 4.4498 2.6681 1.3946 -3.345 -0.277 -0.135 -0.21
O 1.5025 0.9062 3.4138 1.710 0.896 -2.845 -0.68
O 7.4992 1.6320 0.3960 0.114 0.207 -0.127 -0.62
O 4.3826 -4.1640 3.2686 1.478 -0.421 -0.938 -0.14
O 3.8895 1.0609 3.7430 -1.312 0.453 -3.174 -0.75
O 6.7673 8.5029 4.4038 -0.056 -0.124 0.140 -0.69
O -3.5895 8.4459 -2.1144 0.011 -0.090 0.211 -0.67
O -2.4988 -3.8005 -3.7434 0.756 -0.351 0.467 -0.44
O 1.8700 -0.7667 -0.1424 1.372 -2.049 1.389 -0.06
O -6.3393 -1.6882 3.5925 -0.349 0.041 -0.058 -0.64
O -5.5296 -0.6896 -6.6124 -0.317 0.121 -0.377 -0.64
O -4.1351 -1.7827 -1.9053 -0.076 -0.131 -0.156 -0.66
N 4.6994 -0.1384 0.2401 -0.562 -1.443 1.377 -0.16
N -1.6854 7.3417 -1.7018 -0.448 0.151 0.274 -0.10
N 5.7264 6.8314 3.3366 0.147 0.175 0.559 -0.05
N -7.1561 -3.2097 2.1704 -0.208 0.321 0.225 -0.12
N -6.3460 -2.1772 -8.0712 -0.151 0.392 0.237 -0.15
N -4.7623 0.1278 -2.8878 -0.083 -0.467 0.015 -0.07
N 8.7629 3.4714 0.2199 -0.268 -0.061 -0.159 -0.18
N 0.1554 -2.4250 -2.9463 1.246 -0.467 0.339 -0.36
C -5.4188 0.9650 -3.8684 0.149 0.240 0.408 -0.57
C -6.4674 -1.0576 -7.3085 0.586 -0.104 0.105 0.85
C -1.2885 -4.5408 -3.4232 -0.713 -1.126 1.795 0.05
C -5.4988 -2.0079 -3.8601 0.084 -0.230 -0.026 -1.08
C -2.1340 -0.8997 2.1413 1.866 -3.119 2.296 -0.92
C -2.9118 7.7954 -1.3277 -0.024 0.264 -0.613 0.73
C -0.5807 -1.0314 2.0143 -1.050 -1.439 1.160 0.07
C -7.3275 -2.7722 -8.9528 0.461 -0.247 0.040 -0.87
C 7.6525 2.7439 -0.0872 -0.056 -0.605 0.331 0.77
C 5.8324 6.7898 5.7896 0.031 0.025 0.206 -1.14
C -2.9037 -1.8754 3.0805 4.161 0.765 -1.138 -0.36
C 2.1525 2.6257 0.3045 0.219 1.098 -1.345 0.73
C -2.8157 -3.8907 4.8741 0.638 1.669 -0.527 -1.04
C 9.1246 4.7936 -0.2436 0.317 -0.270 0.366 -0.87
C 6.1489 7.4463 4.4731 0.220 0.419 -0.455 0.71
C -0.5187 -3.0478 3.6645 -2.301 2.476 -1.585 -0.66
C 4.9889 5.5901 3.2079 0.089 0.208 -0.494 -0.63
C -7.7717 -0.3084 -7.3549 -0.090 0.145 0.088 -1.40
C -2.0425 -2.9149 3.8447 0.821 1.110 -1.402 0.65
C 4.8787 -1.6673 2.9211 -0.078 -1.205 0.333 -0.41
C -0.7409 6.5642 -0.9258 0.090 0.107 -0.550 -0.79
C -8.1412 -3.8305 1.3118 0.506 -0.209 0.027 -0.87
C 1.1638 -1.9072 -0.6702 -1.331 0.691 -1.111 0.30
C 5.4255 -3.1718 2.9520 1.389 0.646 1.610 -0.94
C -4.7485 -1.2304 -2.8117 0.295 -0.010 0.391 0.62
C -3.3901 7.4718 0.0620 -0.158 0.020 0.126 -1.18
C 4.8572 -5.4892 3.0034 -1.531 -0.643 0.370 -0.64
C 2.0376 4.2100 -0.0774 -0.691 0.371 -2.221 0.36
C 1.8228 -2.3857 2.6453 -0.489 -0.475 1.094 -0.05
C 3.0459 2.5038 1.6230 1.159 1.858 1.262 0.04
C -8.5938 -1.3441 2.8731 -0.125 0.172 0.065 -1.37
C 1.4740 -2.1160 -2.2643 -0.807 0.053 0.895 -0.86
C 0.2911 -2.0816 2.6998 -4.625 -0.764 1.548 0.48
C -7.2806 -2.0781 2.9158 0.688 -0.074 0.202 0.85
C 4.0042 -3.1137 0.2352 0.536 -0.002 -0.461 -0.59
C 3.7609 -6.4943 3.6645 -1.248 0.512 0.943 0.89
C -1.7793 -5.8657 -2.5965 0.923 0.232 0.779 -1.03
C -0.3647 -3.7134 -2.4087 -1.323 0.095 0.055 -0.57
C 6.6448 3.3525 -1.0244 -0.187 -0.049 -0.116 -1.09
H 4.4008 -1.5002 3.9618 1.010 0.084 -1.579 0.38
H -3.4295 -4.6631 4.3057 0.917 0.835 0.915 0.22
H 7.1057 3.5507 -1.9948 -0.053 0.175 0.044 0.51
H 4.7724 5.1352 4.1717 0.057 0.076 -0.101 0.30
H -9.3967 -1.9885 3.2376 -0.064 0.055 -0.167 0.37
H -6.5611 -1.7540 -3.8270 0.028 0.071 -0.185 0.45
H -8.5379 -0.4654 3.5168 0.138 -0.180 -0.072 0.30
H -7.9675 0.0427 -8.3702 -0.153 -0.087 0.054 0.41
H -4.6595 1.5768 -4.3599 -0.224 0.039 -0.223 0.27
H 10.0859 4.7257 -0.7581 -0.043 0.288 -0.099 0.30
H 5.9755 7.3306 2.4947 -0.043 -0.059 0.109 0.20
H 0.4616 -4.4125 -2.0496 -0.845 1.105 -0.560 0.30
H 5.5858 0.0291 0.7325 -0.275 0.226 -0.780 0.00
H 0.0379 -1.6293 -0.6439 1.657 -0.491 0.091 0.15
H -9.0806 -3.2820 1.2981 0.136 0.006 0.065 0.34
H 5.1499 -2.9732 0.1397 -1.797 -0.529 0.293 0.24
H 4.8279 -5.7088 1.8810 0.400 0.240 1.442 0.32
H -1.0364 -3.4639 -1.4959 0.916 -0.802 -1.174 0.22
H -1.1100 6.3439 0.0732 -0.028 0.067 -0.145 0.27
H -5.0883 -1.7973 -4.8501 -0.219 0.024 0.152 0.24
H 0.1901 7.1303 -0.8532 0.078 -0.213 0.204 0.26
H 5.8192 2.6542 -1.1704 0.170 0.008 0.168 0.03
H -2.6647 -0.0849 1.5408 0.852 -1.367 1.038 0.27
H -4.3819 7.9002 0.2120 0.165 -0.014 -0.166 0.29
H -0.5089 -1.6475 -2.7724 0.555 -0.938 -0.044 0.30
H -6.2473 -3.6450 2.2508 -0.072 0.071 -0.065 0.20
H -5.4435 -2.6242 -7.9867 -0.099 0.034 -0.010 0.25
H 1.9449 -1.1543 -2.6773 -0.711 -1.453 0.598 0.23
H -2.0288 -4.3227 5.5741 -1.242 0.200 -0.941 0.33
H 3.7123 -4.0872 0.7507 0.557 1.192 -0.612 -0.02
H 6.0711 -3.4744 2.0584 -1.252 0.381 0.865 0.36
H 5.7770 -0.9786 2.7327 -1.254 -0.968 0.621 0.42
H -1.4342 7.5979 -2.6460 -0.028 -0.047 0.116 0.22
H -0.0677 -0.2691 1.3519 -0.678 -1.094 0.923 -0.05
H -3.0032 -3.7366 -2.8944 0.588 0.255 -0.911 0.18
H 8.3811 5.2112 -0.9190 0.025 -0.133 0.084 0.33
H -6.1204 1.6195 -3.3449 -0.071 0.107 -0.193 0.30
H 0.0138 -3.8600 4.2830 -0.784 1.449 -1.155 0.14
H 2.1398 -3.0232 -2.4456 -0.663 1.364 0.178 0.30
H 6.2940 5.8014 5.8372 -0.212 -0.038 0.030 0.33
H 5.8487 -5.7538 3.5083 -1.172 0.520 -0.809 0.34
H -4.2371 0.5754 -2.1498 -0.038 -0.065 -0.090 0.25
H 9.3905 2.9969 0.8534 -0.088 0.073 -0.060 0.24
H 1.2537 -2.8723 -0.0685 0.178 1.201 -0.686 0.08
H -6.9069 -2.8068 -9.9601 -0.270 -0.070 -0.084 0.29
H -3.5166 -3.2095 5.4828 0.935 -1.240 -0.851 0.29
H 4.7512 6.7098 5.9193 0.071 -0.202 0.017 0.32
H -5.3932 -3.0760 -3.6633 0.063 0.190 0.126 0.29
H -8.8062 -1.0127 1.8543 -0.148 -0.094 0.048 0.36
H -2.9000 -5.8311 -2.3488 1.623 -0.126 -0.704 0.30
H -7.5207 -3.7916 -8.6121 -0.220 0.007 -0.188 0.29
H -8.2603 -2.2127 -8.9688 0.140 0.000 0.063 0.33
H 1.9482 -3.5089 2.3786 -0.178 1.678 0.383 0.26
H -8.3185 -4.8463 1.6722 -0.231 -0.012 -0.186 0.29
H -5.9531 0.3833 -4.6151 0.218 -0.012 0.078 0.00
H -2.7127 7.9023 0.8025 -0.008 -0.199 0.048 0.33
H 4.8416 -0.5173 -0.7078 -0.001 0.637 0.574 0.12
H 9.2315 5.4447 0.6269 0.013 0.238 -0.193 0.27
H 6.2449 4.2755 -0.5987 0.030 0.044 -0.157 0.31
H -1.2451 -5.8602 -1.5692 -0.821 -0.133 -1.562 0.28
H -0.5500 5.6303 -1.4572 0.137 -0.050 0.277 0.29
H -7.7326 -3.8775 0.3000 -0.259 -0.073 -0.084 0.25
H 4.0532 5.8014 2.6872 -0.048 -0.295 0.092 0.18
H 6.1421 -3.2244 3.8668 -0.836 -0.043 -1.367 0.43
H -0.7515 -4.9138 -4.3588 -0.824 1.110 1.080 0.37
H -8.5862 -0.9501 -7.0118 -0.059 0.061 -0.165 0.36
H 3.6210 -3.1651 -0.8393 0.352 0.172 1.358 0.23
H 5.5843 4.9006 2.6060 -0.242 -0.237 0.105 0.15
H 2.2178 -2.3288 3.7361 -0.685 -0.123 -1.612 0.57
H 6.2333 7.3973 6.6021 -0.010 0.007 -0.234 0.30
H -7.7148 0.5586 -6.6954 0.117 -0.164 -0.081 0.28
H -1.4751 -6.8365 -3.1123 -0.681 1.259 0.610 0.27
H -4.0402 -1.7579 3.1926 1.975 -0.418 0.018 0.44
H -3.4578 6.3900 0.1939 0.122 0.063 0.155 0.34
```
Forces are in eV/Å.